Record 1
# C3H4N2O2

A 2-piece molecular cluster, C3H4N2O2 overall in a non-equilibrium geometry (ωB97M-V/def2-TZVPD, OMol25).

Each line ends with the Löwdin charge.
Element x y z (Å)
C: -1.4137 -0.3853 -0.0676  -0.078
N: 0.0472 -0.0943 -0.2327  -0.143
C: 1.1757 -1.0020 -0.6764  -0.073
N: 0.8548 -1.1075 0.5110  0.132
H: -1.6885 -1.4203 -0.2074  0.063
H: -1.7395 -0.1241 0.9536  0.089
H: -2.0625 0.2089 -0.7119  0.076
H: 1.7649 -1.7216 -1.2636  0.126
O: 2.0521 1.5250 0.1746  0.147
C: 0.9698 1.7871 0.5176  -0.482
O: 0.0398 2.3340 1.0029  0.142

Calculated values
E_HOMO: -9.72 eV
Calculated total energy: -376.5855 Eh
ΔE to the lowest compared entry with this formula, charge and spin: 468.2 kJ/mol
SMILES: CN1C=N1.O=C=O

=====

Record 2
# C11H17ISi

A 2-piece molecular cluster, C11H17ISi overall in a non-equilibrium geometry (ωB97M-V/def2-TZVPD, OMol25).

Each line ends with the Löwdin charge.
Element x y z (Å)
C: -3.8846 4.4006 -0.6581  -0.084
C: -2.8498 4.2533 0.1909  -0.118
C: -4.3465 3.2304 -1.3325  -0.115
C: -2.2212 3.0237 0.3983  -0.115
C: -3.8360 2.0463 -1.0313  -0.162
C: -2.7303 1.8879 -0.1680  -0.377
C: 2.4867 -0.7651 -0.4306  -0.120
C: -0.4443 -3.3064 -3.2407  0.080
C: 1.1306 -1.5117 -0.3395  -0.266
C: 0.3910 -1.1920 0.9603  -0.339
C: -0.2969 0.1240 0.9691  -0.404
Si: -1.8616 0.2146 -0.0159  0.497
I: -3.1324 -2.0082 0.4858  0.304
H: -4.3672 5.4431 -0.9690  0.150
H: -2.5662 5.1738 0.6708  0.101
H: -5.0065 3.2217 -2.1837  0.103
H: -1.4377 2.9129 1.1772  0.112
H: -4.2483 1.0724 -1.5833  0.143
H: 3.0078 -0.9174 0.5445  0.077
H: 3.2710 -1.0718 -1.0646  0.043
H: 2.5443 0.3264 -0.5432  0.070
H: -1.2987 -2.7576 -3.5166  -0.046
H: -0.4750 -4.4504 -3.5912  0.045
H: 0.2712 -2.9015 -2.5760  -0.075
H: 1.4501 -2.5618 -0.3602  0.105
H: 0.5532 -1.3281 -1.3149  0.095
H: -0.2792 -1.9883 1.1916  0.028
H: 1.2367 -1.1237 1.7001  0.123
H: 0.3872 0.8789 0.7232  0.057
H: -0.5356 0.3030 2.0191  0.086

Calculated values
E_HOMO (alpha / beta): -7.00 / -8.72 eV
Calculated total energy: -1016.3864 Eh
ΔE to the lowest compared entry with this formula, charge and spin: 545.7 kJ/mol

=====

Record 3
# C3H30NO11

A 12-piece molecular cluster, C3H30NO11 overall in a non-equilibrium geometry (ωB97M-V/def2-TZVPD, OMol25).

Each line ends with the Löwdin charge.
Element x y z (Å)
C: -2.8109 -0.3507 -1.8283  -0.117
C: -2.1075 -0.4501 -0.5755  -0.148
C: -0.7617 -0.3567 -0.4680  -0.076
N: -0.0982 -0.5754 0.8889  0.155
H: -2.4222 0.3789 -2.6425  0.103
H: -2.7463 -1.2517 -2.4595  0.079
H: -3.8809 -0.2392 -1.7782  0.072
H: -2.8371 -0.6500 0.2267  0.115
H: -0.1281 -0.2247 -1.4031  0.123
H: 0.7222 -1.2407 0.6984  0.115
H: 0.3170 0.2647 1.2410  0.080
H: -0.8129 -0.9011 1.6741  0.122
H: 1.9191 1.3892 1.2244  0.001
H: 2.7567 0.0409 0.6272  0.081
O: 2.2533 0.8670 0.4997  -0.060
H: 3.6641 2.2822 -1.9191  0.099
H: 3.1970 0.7902 -1.9637  0.023
O: 3.0596 1.6278 -2.3182  -0.003
H: 0.6029 -2.7213 -3.9853  0.121
H: -0.7708 -2.0542 -3.6875  -0.002
O: -0.0160 -2.3550 -3.2322  -0.074
H: 0.2818 2.4160 -1.8411  0.070
H: 1.8168 2.2074 -1.4523  -0.056
O: 0.9498 2.3259 -1.1160  -0.087
H: 0.9754 -3.1444 0.9410  0.037
H: 1.6045 -3.2173 2.3198  0.019
O: 1.6448 -2.7158 1.5483  -0.047
H: 1.1828 3.2278 0.4138  0.075
H: 1.8698 4.0024 1.6157  0.025
O: 1.3110 3.3134 1.4261  -0.048
H: 0.6937 0.8719 -3.8453  0.058
H: -0.3860 1.8868 -4.4382  0.101
O: -0.2311 1.1990 -3.7064  -0.102
H: -2.2164 -2.2657 2.7326  -0.012
H: -2.0919 -0.9316 3.1334  0.006
O: -2.0811 -1.4912 2.4103  0.087
H: -1.1525 0.9433 3.8110  -0.051
H: -2.5696 1.4631 3.9840  0.102
O: -1.9338 0.7397 4.2690  -0.049
H: -0.7100 -4.3264 -0.0642  0.018
H: -0.1611 -3.3366 -1.0456  0.057
O: -0.6415 -3.4260 -0.1948  -0.015
H: 0.7541 2.2895 2.6614  -0.052
H: 1.4325 1.8646 4.1398  0.174
O: 0.5585 1.8340 3.4783  -0.119

Calculated values
Net charge: +1
E_HOMO: -12.34 eV
Calculated total energy: -1014.3925 Eh
ΔE to the lowest compared entry with this formula, charge and spin: 311.8 kJ/mol